Entry 1:
This record from the Open Molecules 2025 dataset describes one molecule with the formula C19H18F2N6. The level of theory is the ωB97M-V functional and the def2-TZVPD basis.

The geometry in XYZ format:
```
45
Properties=species:S:1:pos:R:3:forces:R:3
F -1.81415 -5.58276 1.62187 -0.572 0.014 0.427
F -0.85423 -5.06607 3.56925 -0.675 -0.089 -0.280
N 0.11246 -1.18997 -0.72774 -0.619 -1.255 1.550
N 0.60690 0.18224 -2.34547 2.103 2.006 -3.129
N -0.38087 -2.67945 1.03782 0.026 0.047 0.507
N 2.14129 0.75161 -3.89183 1.118 0.669 -1.072
N -3.70028 1.06073 3.20859 -0.763 -0.320 0.819
N 4.72373 4.52000 -1.01148 -2.464 -2.477 -1.598
C -1.28146 0.86475 0.61773 -0.046 -1.253 0.609
C 0.36587 -4.77689 1.58087 1.676 -1.196 -0.095
C -1.17252 -0.43455 1.12851 -1.093 0.597 0.978
C 2.22556 2.04304 -1.90914 0.503 1.283 0.433
C -3.06124 1.43888 2.34502 1.383 -0.051 -1.489
C -1.23339 2.95685 1.98862 -0.019 0.538 0.961
C 3.83685 2.46054 -3.64352 0.341 0.443 0.427
C -0.57676 1.11987 -0.53911 -0.201 0.355 -0.187
C -0.49334 -1.44294 0.45608 0.280 0.310 -0.181
C 4.01970 3.74621 -1.56367 2.640 2.788 1.670
C -1.32095 -3.23263 2.03434 -0.768 0.914 0.643
C 3.34132 2.80118 -2.38445 -1.675 -2.224 -0.244
C 0.38451 -3.75162 0.46205 -0.121 -0.214 -0.734
C -2.98356 2.68344 0.22291 -1.219 0.551 0.413
C -0.97167 -4.73188 2.25311 1.367 1.761 -1.020
C 3.18866 1.45397 -4.35994 0.031 -0.072 0.419
C -2.13283 1.94041 1.28409 -0.450 0.786 -0.111
C 1.65241 1.04602 -2.68610 0.365 -0.203 -0.832
C 0.04890 0.05360 -1.17107 -1.268 -0.113 3.328
H -3.66715 1.99309 -0.26707 0.024 -0.149 -0.073
H 3.61786 1.22009 -5.34313 -0.565 -0.268 0.372
H -0.58426 2.07440 -1.04136 -0.092 0.079 -0.014
H -0.48185 2.43955 2.59103 -0.078 0.181 0.002
H -2.40235 3.17418 -0.55988 0.195 -0.116 0.293
H -0.20439 -4.05964 -0.42011 0.688 -0.539 -0.013
H 1.14027 -4.56228 2.34140 -0.365 0.152 -0.378
H 0.73706 -0.70583 -2.74740 0.327 -1.067 -0.958
H 1.41838 -3.47648 0.15059 -0.866 0.002 0.241
H -1.63423 -0.69334 2.08334 -0.029 0.262 -0.314
H 0.57420 -5.78205 1.21484 -0.021 -0.068 0.002
H -0.74666 3.60563 1.28129 0.388 0.027 -0.496
H -3.64785 3.46619 0.69513 0.872 -0.762 -0.292
H -2.35866 -3.09178 1.71144 0.042 -0.148 0.004
H -1.20720 -2.70251 2.99257 -0.065 -0.253 -0.160
H 4.76065 2.95054 -3.96823 -0.532 -0.266 -0.275
H -1.81157 3.64714 2.64143 0.209 -0.631 -0.311
H 1.82683 2.26851 -0.93321 -0.013 -0.031 0.156
```
Positions in Å, forces in eV/Å.

The calculation puts the total energy at -34370.2740 eV. The max |F| is 4.3 eV/A. Its total charge is 0. The calculation puts the HOMO energy at -8.22 eV. The calculation puts the orbital gap at 7.8 eV. The calculation puts the lowest unoccupied orbital energy at -0.466 eV.

Results of the natural (NBO) charge analysis, in e, for atoms 1 through 4: F -0.331; F -0.331; N -0.519; N -0.578

Entry 2:
This record from the Open Molecules 2025 dataset describes one molecule with the formula C3H8BNO. The level of theory is the ωB97M-V functional and the def2-TZVPD basis.

The geometry in XYZ format:
```
14
Properties=species:S:1:pos:R:3:forces:R:3
O -0.51484 -0.08443 1.72496 -0.151 1.115 0.742
N -0.29430 2.31239 0.55941 -1.846 -2.178 -2.962
C 0.53365 1.57077 -0.22126 2.601 0.444 2.466
C 0.03365 0.28467 -0.79435 -1.874 0.604 1.756
C -0.17531 -2.20201 0.16037 -3.447 1.052 2.344
B -0.27704 -0.68967 0.67351 0.333 -0.263 -2.231
H -1.25096 -2.54794 0.03856 1.125 0.139 0.737
H 1.56513 1.24308 0.25541 -1.235 1.615 -1.350
H 0.39933 2.10661 -1.27278 0.768 -0.654 1.250
H 0.20296 -2.38495 -0.75547 1.866 -0.374 -2.827
H -0.91660 0.48734 -1.18675 -2.071 -0.134 -0.349
H 0.50459 -0.25408 -1.53638 2.002 -0.627 -1.399
H -0.14594 2.81674 1.38498 1.611 0.392 1.319
H 0.33567 -2.65851 0.96979 0.318 -1.132 0.505
```
Positions in Å, forces in eV/Å.

The calculation puts the total energy at -7450.4597 eV. The max |F| is 4.3 eV/A. Its relative energy (zero: lowest compared OMol25 entry of this formula, charge and spin) is 545.3 kJ/mol. Its total charge is 0. The calculation puts the HOMO energy at -8.81 eV. The calculation puts the orbital gap at 6.9 eV. The calculation puts the lowest unoccupied orbital energy at -1.908 eV.

Results of the natural (NBO) charge analysis, in e, for atoms 1 through 4: O -0.752; N -0.469; C -0.280; C -0.520

Entry 3:
This record from the Open Molecules 2025 dataset describes an isolated ion of composition C9H13ClINO5PS2 and charge +1. The level of theory is the ωB97M-V functional and the def2-TZVPD basis.

The geometry in XYZ format:
```
33
Properties=species:S:1:pos:R:3:forces:R:3
I -2.79712 0.64206 2.48897 0.608 -0.327 -0.848
Cl -1.37591 -3.01824 -2.02555 0.326 1.974 1.231
S -2.83463 -4.10225 0.84168 0.173 1.204 -0.005
S 0.95560 -1.28740 -2.79252 0.455 0.228 -0.589
P -3.43462 -2.32308 0.35411 -1.500 -3.826 -0.070
O -0.18223 3.35302 0.32146 2.429 -0.730 0.223
O -4.25472 -2.51212 -1.11181 0.806 2.356 2.028
O 2.58182 1.28156 -0.01250 -0.921 -0.411 -0.589
O -4.55816 -1.80903 1.43966 1.051 0.748 -1.540
O -1.52838 3.57791 0.07406 -1.945 0.136 -0.296
N 0.00474 -0.74964 -1.41897 -0.402 -0.183 1.650
C 3.48359 0.15305 -0.14410 -0.310 -0.127 1.536
C -2.00388 -1.18227 0.05822 2.156 1.946 -1.324
C -0.46865 0.87983 0.43316 -0.406 -2.519 -1.566
C -0.05422 2.19410 1.15632 -0.419 0.538 0.709
C 1.59346 1.30399 -1.05079 1.023 0.100 -0.975
C 3.83248 -0.35000 1.31224 0.639 -0.496 -0.907
C 0.34290 0.41559 -0.70492 -1.215 0.995 1.801
C -1.10204 -1.54370 -1.06529 -1.017 0.101 0.962
C -1.63977 0.03633 0.80438 0.990 0.053 -1.035
H 2.98402 -0.90363 1.79510 0.625 0.736 -0.507
H 1.29348 2.37491 -1.23413 -0.042 -1.237 0.521
H 2.11963 0.98019 -1.99136 -0.964 0.101 0.711
H -5.46426 -2.09463 1.21427 0.430 -0.028 -0.069
H -4.60936 -1.61952 -1.33227 -0.059 -0.697 -0.349
H 2.10292 -1.83237 -2.25407 -0.951 0.392 0.381
H 4.19999 0.47110 1.97434 -0.389 -0.616 -0.644
H 1.01718 2.15769 1.50382 -1.041 0.046 -0.804
H -1.51987 4.34572 -0.53289 0.269 -0.440 0.415
H -0.65579 2.42192 2.07849 0.315 -0.754 -0.920
H 2.91726 -0.66900 -0.65411 0.852 0.576 0.169
H 4.38700 0.50770 -0.70704 -0.792 -0.606 0.380
H 4.66755 -1.09980 1.18204 -0.773 0.768 0.322
```
Positions in Å, forces in eV/Å.

The calculation puts the total energy at -72842.5409 eV. The max |F| is 4.1 eV/A. Its total charge is +1. The calculation puts the HOMO energy at -11.76 eV. The calculation puts the orbital gap at 6.8 eV. The calculation puts the lowest unoccupied orbital energy at -4.935 eV.

Results of the natural (NBO) charge analysis, in e, for atoms 1 through 4: I 0.345; Cl 0.161; S -0.489; S 0.271